Record 1
Computed, not measured: 14 unconnected molecules or ions with the total composition C48H104N4O22S2, with wB97M-V/def2-TZVPD.

Gap between HOMO and LUMO in eV: 9.0
LUMO in hartree: 0.0052
HOMO in Ha: -0.327

ORCA input file:
```
! wB97M-V def2-TZVPD RIJCOSX def2/J DEFGRID3
* xyz 0 1
C -2.9348 -6.2102 0.6991
S -1.3630 -5.4211 1.0315
O -0.7310 -4.9917 -0.2528
C -1.9694 -3.8780 1.7152
H -3.4400 -6.5326 1.6051
H -2.7487 -7.0259 0.0014
H -3.5768 -5.5110 0.1500
H -2.8279 -4.1346 2.3487
H -2.4731 -3.3318 0.9154
H -1.1925 -3.3220 2.2234
C 1.5502 5.9985 -1.3735
S 1.2153 5.5674 0.3462
O 1.4950 4.1201 0.5934
C 2.5975 6.4007 1.1165
H 2.6274 6.0036 -1.5467
H 1.1948 7.0191 -1.5305
H 0.9960 5.3082 -2.0050
H 2.5648 6.2476 2.1920
H 2.7723 7.4106 0.7559
H 3.4740 5.8081 0.8154
C -4.4745 6.3730 -0.7401
O -4.9224 7.1057 -1.5910
N -3.2819 5.7406 -0.8100
C -2.9230 4.7436 0.1874
C -2.5428 5.8108 -2.0389
H -4.9984 6.1520 0.2043
H -3.5247 4.8448 1.0882
H -1.8638 4.9059 0.4209
H -3.0728 3.7352 -0.2031
H -2.9899 6.5563 -2.6870
H -1.4716 5.8962 -1.8791
H -2.7331 4.8720 -2.5882
C -5.2931 1.1024 0.6883
O -4.2913 1.7821 0.6132
N -5.3521 -0.1364 1.2256
C -6.5248 -0.9576 0.9945
C -4.2047 -0.8137 1.7612
H -6.2940 1.4082 0.3427
H -7.4557 -0.4334 1.2101
H -6.4602 -1.8703 1.5789
H -6.5942 -1.2800 -0.0525
H -4.4458 -1.2575 2.7337
H -3.8920 -1.6587 1.1386
H -3.3680 -0.1351 1.8969
C 2.8815 -6.5359 -3.9780
O 3.7566 -7.1342 -4.5675
N 2.6202 -6.6699 -2.6570
C 1.3492 -6.2413 -2.0953
C 3.4083 -7.6116 -1.8977
H 2.2276 -5.8028 -4.4721
H 1.3565 -6.3049 -1.0114
H 0.5425 -6.9225 -2.3963
H 1.0301 -5.2374 -2.3624
H 4.4586 -7.5110 -2.1835
H 3.3721 -7.3535 -0.8455
H 3.1492 -8.6518 -2.1081
C 5.3105 3.6211 0.1105
O 5.2428 4.7103 -0.4332
N 4.6431 2.5112 -0.2853
C 4.7266 1.3122 0.5198
C 3.4527 2.6235 -1.0994
H 5.9764 3.4239 0.9668
H 3.8820 1.2223 1.2153
H 5.6290 1.3025 1.1299
H 4.7107 0.4310 -0.1217
H 3.1527 3.6683 -1.1095
H 3.6234 2.3434 -2.1396
H 2.6280 2.0857 -0.6535
O 4.9715 -5.0095 2.5598
C 4.3603 -5.6549 1.7489
O 4.5377 -5.5713 0.4295
C 5.2759 -4.5108 -0.2033
C 4.3698 -3.3508 -0.4977
C 3.3421 -6.7080 2.0688
H 5.5810 -4.9795 -1.1429
H 6.2149 -4.3083 0.3130
H 4.8495 -2.5050 -0.9891
H 3.9565 -2.9662 0.4353
H 3.5829 -3.7157 -1.1562
H 3.8992 -7.6538 2.0926
H 2.5630 -6.7758 1.3157
H 2.9157 -6.6132 3.0589
O -0.5295 4.2701 -6.3896
C -0.5965 4.9342 -5.4007
O -0.5074 4.4234 -4.1617
C -0.4762 3.0032 -4.0017
C 0.9586 2.5237 -3.8786
C -0.7737 6.4294 -5.3866
H -0.9463 2.4889 -4.8377
H -0.9882 2.8288 -3.0602
H 1.0395 1.4500 -3.6888
H 1.4358 2.9413 -2.9876
H 1.5330 2.8028 -4.7614
H -1.3378 6.7054 -4.4966
H -1.3370 6.7028 -6.2715
H 0.1934 6.9228 -5.3221
O 1.6651 -1.8392 5.3345
C 1.6281 -2.4542 4.3124
O 1.2404 -3.7310 4.2021
C 1.2167 -4.5735 5.3872
C -0.1047 -5.3030 5.4036
C 2.0662 -1.9069 2.9810
H 1.2339 -3.9560 6.2827
H 2.0864 -5.2105 5.2542
H -0.9064 -4.5990 5.6201
H -0.1133 -6.0143 6.2361
H -0.2974 -5.8929 4.5072
H 1.5456 -2.3947 2.1607
H 3.1352 -2.1005 2.9088
H 1.8612 -0.8388 2.9888
O -4.1061 4.1497 3.9720
C -2.9933 3.7566 3.7418
O -1.9044 4.5356 3.7306
C -2.0363 5.9391 3.9542
C -0.8713 6.5787 3.2257
C -2.6445 2.3516 3.3680
H -2.1017 6.1476 5.0232
H -2.9633 6.3344 3.5271
H 0.0404 6.0377 3.4916
H -0.7017 7.6327 3.4571
H -1.0576 6.5623 2.1526
H -2.4034 1.7442 4.2459
H -1.8250 2.2788 2.6588
H -3.5172 1.8598 2.9469
O -0.6787 3.6872 6.2395
C 0.4750 3.9957 6.3850
O 1.4744 3.7037 5.5341
C 1.2607 2.8390 4.4181
C 2.3662 3.1890 3.4284
C 0.9548 4.9189 7.4977
H 0.2851 3.0074 3.9570
H 1.3063 1.7858 4.7053
H 2.3696 2.5210 2.5711
H 3.3140 3.1795 3.9702
H 2.2025 4.1976 3.0593
H 1.2857 4.3356 8.3528
H 0.0737 5.4945 7.7826
H 1.6953 5.6293 7.1440
O 1.6812 -0.1730 -1.2557
C 0.8425 -0.7464 -0.6219
O 0.1872 -0.2699 0.4416
C 0.1830 1.1306 0.7500
C -0.8841 1.8848 -0.0231
C 0.5259 -2.2176 -0.8126
H 1.1691 1.5677 0.6032
H -0.0836 1.2278 1.8018
H -1.8323 1.5241 0.4006
H -0.9076 1.6839 -1.0909
H -0.9249 2.9497 0.1755
H 0.9230 -2.7655 0.0354
H 0.9865 -2.5427 -1.7365
H -0.5550 -2.3308 -0.8658
O -3.7908 -3.2678 -1.0215
C -3.1132 -3.0869 -1.9937
O -2.7342 -1.8881 -2.4410
C -3.1289 -0.7283 -1.6739
C -2.9430 0.4887 -2.5699
C -2.6225 -4.2172 -2.8446
H -2.5855 -0.6666 -0.7324
H -4.1979 -0.7994 -1.4574
H -1.9577 0.4979 -3.0370
H -3.1235 1.3667 -1.9432
H -3.6778 0.5394 -3.3744
H -2.5932 -4.0074 -3.9160
H -3.3102 -5.0516 -2.7272
H -1.6050 -4.4890 -2.5594
O -0.0262 -5.1289 -4.8408
C -0.3096 -4.6828 -5.9263
O 0.1293 -3.5122 -6.3890
C 0.9765 -2.6937 -5.5570
C 0.2291 -1.9319 -4.4907
C -1.1565 -5.3958 -6.9432
H 1.4478 -1.9966 -6.2482
H 1.7687 -3.3190 -5.1386
H -0.4235 -1.1743 -4.9269
H 0.9479 -1.5422 -3.7738
H -0.4671 -2.5939 -3.9708
H -1.6664 -4.6232 -7.5242
H -1.8692 -6.0495 -6.4570
H -0.5376 -5.9418 -7.6530
*
```

Results of the Mulliken charge analysis, in e, for atoms 1 through 99: -1.073 0.599 -0.440 0.165 0.402 0.385 0.160 0.620 -0.913 0.105 -1.034 0.814 -0.301 -1.068 0.517 0.521 -0.252 0.306 0.445 0.149 0.110 -0.594 -0.037 0.303 -0.919 0.387 0.010 -0.445 0.228 0.426 0.103 0.335 -0.175 -0.487 0.324 -1.074 -0.580 0.304 0.372 0.354 0.332 0.475 0.215 -0.095 0.044 -0.636 0.344 -0.031 -0.810 0.278 -0.091 0.373 -0.313 0.319 0.099 0.360 0.065 -0.586 0.181 -0.904 0.456 0.336 0.170 0.402 0.341 -0.353 0.372 -0.477 -0.623 0.788 -0.164 -0.606 -0.196 -0.716 0.298 0.357 0.458 -0.147 0.010 0.332 0.017 0.192 -0.573 0.724 -0.015 0.291 -0.478 -0.931 0.615 -0.559 0.136 -0.335 0.507 0.097 0.349 0.257 -0.642 0.389 -0.176

---

Record 2
Computed, not measured: 7 unconnected molecules or ions with the total composition C48H108F6N6P, with wB97M-V/def2-TZVPD.

Gap between HOMO and LUMO in eV: 11.0
LUMO in hartree: -0.3531
HOMO in Ha: -0.756

ORCA input file:
```
! wB97M-V def2-TZVPD RIJCOSX def2/J DEFGRID3
* xyz 5 1
P -12.9455 6.1873 -3.4033
F -13.4653 5.3807 -4.7497
F -12.4418 7.4103 -4.3454
F -14.4300 6.9338 -3.3022
F -12.7460 6.8765 -1.9559
F -13.4376 4.8829 -2.4786
F -11.4052 5.5976 -3.5126
C -17.7746 0.3386 -8.5410
C -17.3388 0.7621 -7.1349
C -17.1082 2.2352 -7.1738
N -16.8564 2.8038 -5.7504
C -15.3354 2.5812 -5.4269
C -17.7794 2.2709 -4.6628
C -17.7486 3.4333 -3.6894
C -17.5043 4.7837 -4.3851
C -17.2054 4.3148 -5.7688
H -18.5892 0.8401 -9.0635
H -17.8160 -0.7437 -8.6633
H -16.9280 0.4610 -9.2164
H -16.4660 0.1948 -6.8118
H -18.0887 0.4533 -6.4067
H -18.0771 2.5956 -7.5196
H -16.4851 2.6287 -7.9768
H -15.1563 1.5194 -5.2581
H -15.0928 3.2177 -4.5760
H -14.7626 2.8356 -6.3187
H -17.3587 1.4017 -4.1572
H -18.7888 2.1578 -5.0584
H -16.9130 3.2569 -3.0121
H -18.6533 3.4443 -3.0815
H -16.6787 5.3615 -3.9697
H -18.3497 5.4718 -4.3844
H -16.3599 4.7852 -6.2707
H -18.0515 4.4297 -6.4463
C -12.4303 11.2614 -8.9074
C -12.2822 9.7841 -8.6795
C -13.5095 8.9848 -9.0272
N -13.2764 7.4194 -8.9479
C -14.5949 6.8431 -9.5513
C -13.0240 6.9304 -7.5235
C -11.4991 6.8208 -7.3910
C -10.9077 6.8613 -8.8021
C -12.1070 6.8288 -9.7669
H -12.7417 11.4986 -9.9246
H -11.4716 11.7567 -8.7532
H -13.2630 11.7079 -8.3640
H -11.8761 9.7137 -7.6704
H -11.5050 9.3794 -9.3278
H -13.8788 9.2203 -10.0254
H -14.3839 9.2355 -8.4266
H -15.2495 7.1676 -8.7424
H -14.6164 5.7563 -9.4707
H -14.9132 7.2649 -10.5046
H -13.4428 5.9243 -7.5015
H -13.4648 7.6041 -6.7888
H -11.2887 5.9204 -6.8138
H -11.0678 7.6066 -6.7709
H -10.3102 5.9516 -8.8617
H -10.2426 7.7046 -8.9884
H -12.3910 5.8345 -10.1117
H -11.9925 7.3448 -10.7202
C -15.2061 14.1714 -7.4678
C -14.6651 13.3449 -6.2478
C -15.6444 12.1448 -5.9104
N -15.1708 11.1788 -4.8412
C -13.6948 10.6915 -4.9848
C -16.1478 9.9717 -4.6895
C -16.4080 9.6753 -3.1294
C -15.4422 10.5376 -2.4001
C -15.2738 11.7786 -3.3755
H -14.4115 14.8681 -7.7348
H -16.2409 14.5017 -7.3777
H -15.3658 13.4470 -8.2665
H -14.5235 14.0518 -5.4302
H -13.6560 13.0365 -6.5210
H -15.8238 11.6541 -6.8670
H -16.6841 12.4446 -5.7793
H -13.4538 9.8195 -4.3767
H -13.1023 11.5434 -4.6511
H -13.5437 10.3921 -6.0219
H -15.7211 9.1145 -5.2102
H -17.1456 10.1627 -5.0846
H -16.1523 8.6306 -2.9522
H -17.4453 9.7988 -2.8181
H -14.4928 10.0232 -2.2511
H -15.9398 10.8917 -1.4973
H -14.4550 12.4351 -3.0812
H -16.3026 12.1190 -3.2582
C -15.4781 1.5411 -0.1520
C -15.5169 2.9626 0.6025
C -15.9214 4.0960 -0.3646
N -15.9346 5.5371 0.3090
C -14.5624 5.8534 0.9776
C -17.0061 5.5710 1.3641
C -17.3270 7.0392 1.4218
C -17.0301 7.6597 0.0091
C -16.2938 6.6117 -0.7167
H -15.2158 0.7036 0.4944
H -14.7023 1.5192 -0.9173
H -16.4684 1.2720 -0.5194
H -14.4700 3.1755 0.8187
H -16.0994 2.9658 1.5238
H -16.9046 3.9805 -0.8207
H -15.2105 4.1470 -1.1892
H -14.4971 6.9132 1.2240
H -13.8105 5.4963 0.2739
H -14.4494 5.4350 1.9777
H -16.7816 5.2029 2.3651
H -17.7624 4.9187 0.9275
H -16.6793 7.4731 2.1836
H -18.3621 7.2700 1.6734
H -16.3469 8.4934 0.1710
H -17.9729 8.0140 -0.4076
H -15.3558 6.9028 -1.1894
H -16.9775 6.1728 -1.4434
C -7.9851 7.3752 -2.8837
C -8.7005 8.4772 -2.1155
C -9.5441 7.9856 -0.8795
N -10.5402 9.0523 -0.3623
C -11.2212 8.4184 0.8583
C -11.5935 9.3746 -1.4203
C -11.3829 10.8414 -1.8101
C -10.8501 11.5154 -0.5362
C -9.8380 10.4369 0.0308
H -7.3488 7.9014 -3.5953
H -8.6627 6.6709 -3.3663
H -7.3226 6.7586 -2.2762
H -9.3192 9.0887 -2.7723
H -7.8447 9.0308 -1.7291
H -8.8204 7.6624 -0.1312
H -10.1592 7.1347 -1.1722
H -11.8234 7.5340 0.6499
H -11.8701 9.1826 1.2861
H -10.3982 8.2196 1.5448
H -12.6245 9.2279 -1.0982
H -11.4964 8.6726 -2.2485
H -12.2662 11.2865 -2.2681
H -10.6288 10.9055 -2.5945
H -11.6911 11.8106 0.0912
H -10.3698 12.4786 -0.7082
H -9.8215 10.4256 1.1206
H -8.8971 10.5878 -0.4983
C -10.3056 -1.8655 -0.9191
C -9.7226 -0.6781 -1.7815
C -10.9213 0.1627 -2.3283
N -10.5741 1.2118 -3.4870
C -9.4350 2.0943 -2.9242
C -11.8327 2.0935 -3.8655
C -11.7846 2.1483 -5.4516
C -10.4188 1.5483 -5.8444
C -10.2162 0.4873 -4.7811
H -10.8113 -1.4788 -0.0343
H -9.4589 -2.5226 -0.7206
H -11.0049 -2.5147 -1.4460
H -9.1440 -1.1781 -2.5584
H -8.8719 -0.2636 -1.2405
H -11.4757 0.6266 -1.5125
H -11.7102 -0.4137 -2.8115
H -8.4355 1.6741 -3.0364
H -9.7071 2.3561 -1.9017
H -9.4474 2.9762 -3.5646
H -11.8875 3.0215 -3.2963
H -12.7210 1.5090 -3.6262
H -11.8230 3.2005 -5.7339
H -12.6335 1.6782 -5.9482
H -9.6642 2.3347 -5.8278
H -10.4728 1.1350 -6.8515
H -9.2108 0.0662 -4.7900
H -10.8617 -0.3796 -4.9221
*
```

Results of the Mulliken charge analysis, in e, for atoms 1 through 99: 1.879 -0.245 -0.375 -0.634 -0.685 -0.352 -0.553 -1.451 -0.173 -1.018 0.578 -1.294 -1.226 -0.144 0.473 -1.049 0.365 0.398 0.386 0.322 0.385 0.427 0.496 0.391 0.369 0.402 0.409 0.423 -0.166 0.764 -0.629 0.545 0.574 0.398 -1.687 0.141 -0.716 0.243 -1.055 0.003 -0.146 -0.835 -0.687 0.478 0.419 0.215 0.047 0.469 0.477 0.387 0.468 0.423 0.343 0.392 -0.475 0.433 0.015 0.386 0.406 0.462 0.361 -1.424 -0.317 -0.924 0.803 -0.891 -0.806 0.607 0.407 -1.070 0.384 0.396 0.330 0.409 0.323 0.369 0.598 0.159 0.464 0.109 0.101 0.495 -0.771 0.461 -0.966 0.872 0.491 0.394 -1.090 -0.556 -0.111 0.757 -0.973 -0.646 -1.043 -0.413 0.729 0.439 0.087